Here is a single C17H20N2S molecule at a distorted geometry from the Open Molecules 2025 dataset. Energies are from ωB97M-V/def2-TZVPD.

Structure (SMILES): Cc1cc(C(=S)c2cc(C)c(C)c(N)c2)cc(N)c1C
HOMO-LUMO gap in eV: 7.2597
Total charge: 0
E_HOMO in eV: -7.67
Lowest unoccupied orbital energy in eV: -0.4

Element x y z (Å)
1 C 0.27 -4.76 -1.93
2 C -0.29 -3.56 -1.24
3 C 0.65 -2.73 -0.59
4 C 0.28 -1.59 0.06
5 C 1.19 -0.82 0.88
6 S 2.49 -1.60 1.63
7 C 1.08 0.65 0.99
8 C 0.96 1.52 -0.12
9 C 0.99 2.93 0.04
10 C 0.94 3.73 -1.28
11 C 1.15 3.48 1.31
12 C 1.13 4.98 1.42
13 C 1.20 2.65 2.43
14 N 1.24 3.16 3.73
15 C 1.20 1.26 2.27
16 C -1.08 -1.24 0.02
17 C -2.01 -1.98 -0.70
18 N -3.30 -1.44 -0.76
19 C -1.65 -3.19 -1.32
20 C -2.60 -3.99 -2.14
21 H 1.33 -4.58 -2.28
22 H 0.27 -5.57 -1.21
23 H -0.32 -5.00 -2.81
24 H 1.69 -3.06 -0.52
25 H 0.89 1.12 -1.13
26 H 1.94 3.78 -1.67
27 H 0.60 4.76 -1.13
28 H 0.25 3.25 -1.99
29 H 1.44 5.36 2.41
30 H 1.70 5.46 0.64
31 H 0.09 5.23 1.33
32 H 1.33 4.17 3.87
33 H 1.31 2.52 4.53
34 H 1.31 0.66 3.16
35 H -1.45 -0.34 0.52
36 H -4.08 -2.00 -1.15
37 H -3.57 -0.66 -0.16
38 H -2.43 -3.80 -3.19
39 H -2.52 -5.08 -1.96
40 H -3.63 -3.71 -1.94

Just the Löwdin charges please, in e? Sure, here they are: number 1, C, carries -0.0497; number 2, C, carries -0.2099; number 3, C, carries -0.0470; number 4, C, carries -0.2911; number 5, C, carries -0.5984; number 6, S, carries 0.7322; number 7, C, carries -0.2587; number 8, C, carries -0.0003; number 9, C, carries -0.2039; number 10, C, carries -0.0397; number 11, C, carries -0.1906; number 12, C, carries -0.0372; number 13, C, carries -0.2739; number 14, N, carries 0.0951; number 15, C, carries -0.0042; number 16, C, carries 0.0230; number 17, C, carries -0.2686; number 18, N, carries 0.0851; number 19, C, carries -0.1701; number 20, C, carries -0.0423; number 21, H, carries 0.0998; number 22, H, carries 0.0895; number 23, H, carries 0.0614; number 24, H, carries 0.0930; number 25, H, carries 0.1177; number 26, H, carries 0.0768; number 27, H, carries 0.0661; number 28, H, carries 0.0819; number 29, H, carries 0.0694; number 30, H, carries 0.0760; number 31, H, carries 0.0899; number 32, H, carries 0.0753; number 33, H, carries 0.1082; number 34, H, carries 0.0963; number 35, H, carries 0.1235; number 36, H, carries 0.0900; number 37, H, carries 0.0967; number 38, H, carries 0.0853; number 39, H, carries 0.0963; number 40, H, carries 0.0572

***

Here is a molecular structure, C17H21AsCuN2O9S from the Open Molecules 2025 dataset. Energies are from ωB97M-V/def2-TZVPD.

HOMO-LUMO gap in eV: 5.6367
Total charge: -1
E_HOMO in eV: -4.04
Lowest unoccupied orbital energy in eV: 1.6

Element x y z (Å)
1 Cu -0.43 -0.31 0.50
2 O -0.36 1.65 4.60
3 As 0.19 1.51 2.92
4 O -0.11 2.93 2.12
5 O -0.69 0.18 2.39
6 C 2.12 1.62 3.28
7 C 2.45 2.72 4.05
8 C 3.77 2.99 4.39
9 C 4.78 2.15 3.95
10 C 4.46 1.04 3.17
11 C 3.15 0.78 2.84
12 S 2.77 -0.60 1.78
13 O 4.02 -1.05 1.19
14 O 2.09 -1.56 2.62
15 O 1.88 0.07 0.82
16 H -0.67 0.78 4.86
17 H 1.66 3.39 4.38
18 H 4.01 3.86 4.99
19 H 5.81 2.36 4.21
20 H 5.23 0.38 2.80
21 O -0.72 -3.22 -3.98
22 C 0.42 -3.22 -3.21
23 C 1.30 -4.29 -3.22
24 C 2.44 -4.26 -2.42
25 C 2.68 -3.17 -1.61
26 C 1.79 -2.11 -1.59
27 C 0.65 -2.12 -2.39
28 C -0.34 -0.97 -2.32
29 O -0.31 -0.13 -3.24
30 O -1.09 -0.93 -1.30
31 H -0.77 -4.06 -4.44
32 H 1.10 -5.15 -3.86
33 H 3.12 -5.10 -2.43
34 H 3.55 -3.14 -0.96
35 H 1.96 -1.27 -0.94
36 N -0.24 3.46 -2.76
37 C 0.96 3.39 -1.84
38 C 0.87 2.04 -1.16
39 N -0.38 1.88 -0.47
40 C -1.55 2.08 -1.28
41 C -1.53 3.43 -1.97
42 H -0.22 2.60 -3.34
43 H -0.20 4.26 -3.38
44 H 0.85 4.21 -1.13
45 H 1.85 3.53 -2.45
46 H 1.70 1.88 -0.47
47 H 0.94 1.27 -1.94
48 H -0.39 2.39 0.43
49 H -2.45 1.97 -0.67
50 H -1.58 1.30 -2.05
51 H -1.48 4.26 -1.27
52 H -2.35 3.58 -2.68

Just the Löwdin charges please, in e? Sure, here they are: number 1, Cu, carries 0.3429; number 2, O, carries -0.2634; number 3, As, carries 0.9128; number 4, O, carries -0.4940; number 5, O, carries -0.4831; number 6, C, carries -0.2246; number 7, C, carries -0.1058; number 8, C, carries -0.0979; number 9, C, carries -0.0955; number 10, C, carries -0.0661; number 11, C, carries -0.2606; number 12, S, carries 0.4303; number 13, O, carries -0.3352; number 14, O, carries -0.3161; number 15, O, carries -0.4069; number 16, H, carries 0.0322; number 17, H, carries 0.0974; number 18, H, carries 0.0932; number 19, H, carries 0.0943; number 20, H, carries 0.1042; number 21, O, carries 0.0543; number 22, C, carries -0.2676; number 23, C, carries -0.0480; number 24, C, carries -0.1054; number 25, C, carries -0.0760; number 26, C, carries -0.0045; number 27, C, carries -0.0668; number 28, C, carries -0.6103; number 29, O, carries -0.0312; number 30, O, carries -0.0541; number 31, H, carries 0.0912; number 32, H, carries 0.1010; number 33, H, carries 0.0924; number 34, H, carries 0.0994; number 35, H, carries 0.0872; number 36, N, carries 0.0488; number 37, C, carries -0.0857; number 38, C, carries -0.1918; number 39, N, carries -0.0605; number 40, C, carries -0.1926; number 41, C, carries -0.0959; number 42, H, carries 0.1675; number 43, H, carries 0.1657; number 44, H, carries 0.1312; number 45, H, carries 0.1263; number 46, H, carries 0.1174; number 47, H, carries 0.1119; number 48, H, carries 0.0517; number 49, H, carries 0.1381; number 50, H, carries 0.0962; number 51, H, carries 0.1289; number 52, H, carries 0.1232

***

Here is a molecular structure, C17H21B2F4N13O7SV at a distorted geometry from the Open Molecules 2025 dataset. Energies are from ωB97M-V/def2-TZVPD.

HOMO-LUMO gap (alpha / beta) in eV: 7.5737 / 5.8059
Total charge: 0
⟨S²⟩: 3.7887
E_HOMO (alpha / beta) in eV: -9.53 / -9.47
Lowest unoccupied orbital energy (alpha / beta) in eV: -2.0 / -3.7
Multiplicity: 4

Element x y z (Å)
1 V 0.94 -0.48 -0.10
2 C 3.56 -3.14 -2.11
3 C 2.52 -2.52 -1.24
4 N 2.67 -1.39 -0.64
5 O 3.79 -0.67 -0.83
6 B 4.01 0.39 0.23
7 F 5.02 1.18 -0.20
8 F 4.23 -0.23 1.45
9 O 2.77 1.33 0.40
10 N 1.83 0.67 1.17
11 C 1.83 0.60 2.44
12 C 2.66 1.44 3.34
13 C 0.92 -0.48 2.91
14 N 0.52 -1.23 1.94
15 O -0.27 -2.24 2.30
16 B -1.07 -3.10 1.33
17 F -2.40 -2.92 1.62
18 F -0.63 -4.39 1.53
19 O -0.92 -2.74 -0.12
20 N 0.33 -2.34 -0.45
21 C 1.15 -3.13 -1.05
22 C 0.81 -4.49 -1.52
23 C 0.53 -0.70 4.32
24 H 4.51 -2.64 -1.95
25 H 3.65 -4.20 -1.90
26 H 3.29 -3.02 -3.16
27 H 3.33 2.07 2.75
28 H 2.01 2.06 3.96
29 H 3.26 0.81 3.99
30 H -0.08 -4.85 -1.02
31 H 0.64 -4.47 -2.59
32 H 1.64 -5.18 -1.32
33 H 1.10 -0.06 5.00
34 H -0.53 -0.49 4.44
35 H 0.68 -1.75 4.59
36 N 3.46 -0.82 -5.46
37 C 2.65 -0.26 -4.86
38 N 1.68 0.38 -4.24
39 C 1.33 0.25 -3.05
40 N 0.91 0.19 -1.94
41 N 0.45 3.15 -0.36
42 C -0.86 3.24 -0.55
43 C -1.40 3.24 -1.87
44 C -2.76 3.21 -2.04
45 C -3.61 3.10 -0.91
46 C -3.07 3.21 0.39
47 C -1.73 3.27 0.57
48 S -5.35 2.88 -1.07
49 O -5.68 1.90 -0.05
50 O -5.74 4.25 -0.73
51 O -5.56 2.49 -2.44
52 H 1.10 3.07 -1.12
53 H 0.84 3.23 0.57
54 H -0.73 3.24 -2.72
55 H -3.22 3.19 -3.01
56 H -3.75 3.19 1.23
57 H -1.29 3.28 1.56
58 N -4.13 -0.10 1.54
59 N -3.07 -0.03 0.67
60 N -3.20 -0.02 -0.64
61 C -1.95 0.11 -1.03
62 N -1.11 0.20 0.01
63 N -1.86 0.12 1.10
64 H -4.98 -0.02 0.98
65 H -4.04 -0.99 2.03
66 H -1.65 0.15 -2.06

Just the Löwdin charges please, in e? Sure, here they are: number 1, V, carries 0.9297; number 2, C, carries 0.0233; number 3, C, carries -0.1946; number 4, N, carries -0.0394; number 5, O, carries 0.0803; number 6, B, carries -1.0411; number 7, F, carries 0.2101; number 8, F, carries 0.1766; number 9, O, carries 0.0144; number 10, N, carries -0.1101; number 11, C, carries -0.2057; number 12, C, carries 0.0226; number 13, C, carries -0.2131; number 14, N, carries 0.0108; number 15, O, carries 0.0724; number 16, B, carries -1.0744; number 17, F, carries 0.1615; number 18, F, carries 0.1741; number 19, O, carries 0.0597; number 20, N, carries -0.0562; number 21, C, carries -0.1729; number 22, C, carries 0.0337; number 23, C, carries 0.0168; number 24, H, carries 0.0941; number 25, H, carries 0.0890; number 26, H, carries 0.0991; number 27, H, carries 0.0966; number 28, H, carries 0.1030; number 29, H, carries 0.1104; number 30, H, carries 0.0922; number 31, H, carries 0.1132; number 32, H, carries 0.0966; number 33, H, carries 0.0805; number 34, H, carries 0.1053; number 35, H, carries 0.1017; number 36, N, carries 0.1194; number 37, C, carries -0.3625; number 38, N, carries 0.1111; number 39, C, carries -0.2793; number 40, N, carries 0.0640; number 41, N, carries 0.2236; number 42, C, carries -0.2868; number 43, C, carries 0.0082; number 44, C, carries -0.0083; number 45, C, carries -0.2061; number 46, C, carries -0.0308; number 47, C, carries -0.0068; number 48, S, carries 0.4008; number 49, O, carries -0.3363; number 50, O, carries -0.2752; number 51, O, carries -0.3096; number 52, H, carries 0.1273; number 53, H, carries 0.1197; number 54, H, carries 0.1262; number 55, H, carries 0.1290; number 56, H, carries 0.1327; number 57, H, carries 0.1244; number 58, N, carries 0.1685; number 59, N, carries -0.2366; number 60, N, carries 0.2017; number 61, C, carries -0.1813; number 62, N, carries -0.0464; number 63, N, carries 0.1349; number 64, H, carries 0.0915; number 65, H, carries 0.1034; number 66, H, carries 0.1195

***

Here is a molecular structure, C17H21BN6O3SSn at a distorted geometry from the Open Molecules 2025 dataset. Energies are from ωB97M-V/def2-TZVPD.

HOMO-LUMO gap (alpha / beta) in eV: 3.6890 / 2.7923
Total charge: +2
E_HOMO (alpha / beta) in eV: -14.18 / -13.68
Lowest unoccupied orbital energy (alpha / beta) in eV: -10.5 / -10.9

Element x y z (Å)
1 C 2.93 -0.61 -1.27
2 N 1.64 -0.48 -1.74
3 N 1.64 -0.22 -3.10
4 C 2.91 -0.19 -3.47
5 C 3.75 -0.38 -2.39
6 B 0.35 -0.06 -3.99
7 N -0.65 -1.26 -3.73
8 N -1.07 -1.62 -2.47
9 C -1.89 -2.70 -2.58
10 C -2.01 -3.02 -3.94
11 C -1.19 -2.11 -4.62
12 Sn 0.16 -1.35 -0.43
13 N -0.37 1.30 -3.66
14 N -0.75 1.41 -2.34
15 C -1.21 2.63 -2.17
16 C -1.23 3.33 -3.40
17 C -0.67 2.44 -4.30
18 H -1.51 2.96 -1.16
19 H -0.44 2.55 -5.35
20 H -1.60 4.32 -3.54
21 H 0.67 -0.04 -5.14
22 H -0.97 -2.04 -5.66
23 H 3.17 -0.07 -4.51
24 H -2.59 -3.80 -4.35
25 H 4.80 -0.38 -2.33
26 H -2.36 -3.18 -1.72
27 H 3.14 -0.84 -0.24
28 H -2.07 -0.33 0.17
29 C -1.72 -1.26 0.62
30 H -2.48 -1.98 0.30
31 H -0.76 -2.18 0.71
32 H -1.68 -1.03 1.67
33 C -0.46 0.56 7.34
34 C -0.16 0.56 5.87
35 C 0.18 -0.61 5.20
36 C 0.52 -0.62 3.85
37 C 0.48 0.59 3.14
38 C 0.17 1.80 3.80
39 C -0.16 1.76 5.15
40 S 0.97 0.68 1.46
41 O 2.19 1.47 1.34
42 O 1.30 -0.86 1.21
43 O -0.17 0.90 0.50
44 H -1.32 -0.08 7.58
45 H 0.39 0.19 7.92
46 H -0.69 1.57 7.68
47 H 0.19 -1.57 5.75
48 H 0.84 -1.54 3.37
49 H 0.20 2.73 3.25
50 H -0.41 2.69 5.67

Just the Löwdin charges please, in e? Sure, here they are: number 1, C, carries -0.0529; number 2, N, carries -0.0917; number 3, N, carries 0.0341; number 4, C, carries -0.0022; number 5, C, carries 0.0237; number 6, B, carries -0.4221; number 7, N, carries 0.0087; number 8, N, carries -0.0600; number 9, C, carries -0.1089; number 10, C, carries 0.0067; number 11, C, carries 0.0154; number 12, Sn, carries 1.5246; number 13, N, carries -0.0444; number 14, N, carries 0.0213; number 15, C, carries -0.1443; number 16, C, carries -0.0221; number 17, C, carries -0.0662; number 18, H, carries 0.1161; number 19, H, carries 0.1354; number 20, H, carries 0.1032; number 21, H, carries 0.1254; number 22, H, carries 0.1452; number 23, H, carries 0.1529; number 24, H, carries 0.1114; number 25, H, carries 0.1125; number 26, H, carries 0.1203; number 27, H, carries 0.1121; number 28, H, carries 0.1226; number 29, C, carries -0.0417; number 30, H, carries 0.0827; number 31, H, carries 0.1227; number 32, H, carries 0.0890; number 33, C, carries -0.0235; number 34, C, carries -0.2390; number 35, C, carries -0.0102; number 36, C, carries -0.0536; number 37, C, carries -0.2956; number 38, C, carries -0.0267; number 39, C, carries -0.0008; number 40, S, carries 0.6714; number 41, O, carries -0.2011; number 42, O, carries -0.4679; number 43, O, carries -0.3764; number 44, H, carries 0.0975; number 45, H, carries 0.1008; number 46, H, carries 0.0858; number 47, H, carries 0.1371; number 48, H, carries 0.1079; number 49, H, carries 0.1290; number 50, H, carries 0.1355

***

Here is a molecular structure, C17H21Br2NbO9PS at a distorted geometry from the Open Molecules 2025 dataset. Energies are from ωB97M-V/def2-TZVPD.

HOMO-LUMO gap in eV: 4.5565
Total charge: -1
E_HOMO in eV: -4.62
Lowest unoccupied orbital energy in eV: -0.1

Element x y z (Å)
1 O -1.69 -0.52 3.34
2 C -2.82 -0.26 2.86
3 Br -3.90 1.09 3.91
4 C -3.45 -0.88 1.55
5 Nb -2.05 -0.36 -0.23
6 C -0.59 0.23 -1.86
7 C 0.58 1.24 -1.44
8 C 0.25 2.19 -0.20
9 Br 1.66 3.65 -0.24
10 P -4.06 -0.24 -1.89
11 S -4.66 -2.00 -2.50
12 H -3.68 -1.99 1.61
13 H -4.41 -0.28 1.33
14 H -2.40 1.39 0.14
15 H -0.67 -0.47 0.93
16 H -1.92 -2.15 -0.62
17 H -1.15 0.61 -2.79
18 H -0.08 -0.76 -2.20
19 H 0.79 1.92 -2.35
20 H 1.59 0.71 -1.23
21 H 0.30 1.65 0.80
22 H -0.74 2.76 -0.29
23 H -3.65 0.58 -2.99
24 H -5.09 0.48 -1.18
25 C 0.42 -2.16 5.75
26 C -0.14 -3.26 6.28
27 C 0.45 -3.93 7.47
28 O -0.10 -4.92 7.93
29 C 1.68 -3.37 8.04
30 C 2.24 -2.28 7.51
31 C 1.64 -1.59 6.34
32 O 2.17 -0.59 5.90
33 O 3.38 -1.75 8.03
34 O -1.27 -3.80 5.74
35 H 0.00 -1.66 4.89
36 H 2.10 -3.88 8.89
37 H 3.58 -0.97 7.48
38 H -1.47 -4.58 6.30
39 C 1.85 1.11 -7.49
40 C 1.18 0.96 -6.34
41 C 1.22 2.01 -5.28
42 O 0.58 1.85 -4.25
43 C 2.04 3.20 -5.52
44 C 2.71 3.34 -6.66
45 C 2.65 2.31 -7.73
46 O 3.26 2.48 -8.77
47 O 3.48 4.44 -6.90
48 O 0.43 -0.15 -6.09
49 H 1.82 0.36 -8.26
50 H 2.07 3.94 -4.73
51 H 3.86 4.31 -7.79
52 H 0.05 -0.01 -5.20

Just the Löwdin charges please, in e? Sure, here they are: number 1, O, carries -0.1337; number 2, C, carries -0.8334; number 3, Br, carries 0.5153; number 4, C, carries -0.4042; number 5, Nb, carries 1.2566; number 6, C, carries -0.4332; number 7, C, carries -0.4058; number 8, C, carries -0.6250; number 9, Br, carries 0.4675; number 10, P, carries -0.0734; number 11, S, carries -0.1571; number 12, H, carries 0.0572; number 13, H, carries 0.0250; number 14, H, carries -0.0913; number 15, H, carries -0.0877; number 16, H, carries -0.1244; number 17, H, carries 0.0175; number 18, H, carries 0.0473; number 19, H, carries 0.0481; number 20, H, carries 0.1078; number 21, H, carries 0.0346; number 22, H, carries 0.0330; number 23, H, carries -0.1176; number 24, H, carries -0.1077; number 25, C, carries 0.0917; number 26, C, carries -0.2195; number 27, C, carries -0.3163; number 28, O, carries 0.0990; number 29, C, carries 0.0694; number 30, C, carries -0.2251; number 31, C, carries -0.3079; number 32, O, carries 0.1179; number 33, O, carries 0.0864; number 34, O, carries 0.0997; number 35, H, carries 0.1245; number 36, H, carries 0.1323; number 37, H, carries 0.1144; number 38, H, carries 0.1126; number 39, C, carries 0.0729; number 40, C, carries -0.2135; number 41, C, carries -0.2825; number 42, O, carries 0.0847; number 43, C, carries 0.0894; number 44, C, carries -0.2245; number 45, C, carries -0.3181; number 46, O, carries 0.0983; number 47, O, carries 0.0890; number 48, O, carries 0.1056; number 49, H, carries 0.1351; number 50, H, carries 0.1410; number 51, H, carries 0.1126; number 52, H, carries 0.1154